12
Properties=species:S:1:pos:R:3 method="wB97M-V/def2-TZVPD" total_charge=+1 e_homo_ev=-13.98 multiplicity=1 lumo_energy_ev=-4.38 relative_energy_kcal_mol=102.77
C -1.09853 0.06989 -0.14890
C 0.97660 1.04646 -0.66489
N 1.18357 1.14996 -1.80501
N 0.11826 0.75017 0.36672
O 1.44142 1.30668 -2.92538
I 1.00606 -2.73512 1.66446
H -1.86037 0.10065 0.60446
H -1.35672 0.56267 -1.17398
H -0.91668 -0.99970 -0.55734
H -0.06414 -2.98925 2.73094
H 0.59685 0.09383 0.98191
H -0.02632 1.64376 0.92700


13
Properties=species:S:1:pos:R:3 method="wB97M-V/def2-TZVPD" total_charge=0 e_homo_ev=-9.08 multiplicity=1 lumo_energy_ev=-1.76 relative_energy_kcal_mol=34.24
C 1.05843 -1.98670 -0.05620
C 0.07690 1.92150 -0.03582
N 0.86612 -0.61899 -0.31086
O -1.55039 -0.04034 -0.69638
O -0.80942 0.00965 1.64447
S -0.32791 0.17878 0.30875
I -3.37016 0.90573 -0.54536
H 1.40103 -2.49766 -0.96307
H 1.94346 -2.15697 0.68676
H 0.22661 -2.55448 0.29780
H 0.50830 2.32217 0.81230
H 0.75620 2.04017 -0.92258
H -0.77915 2.47714 -0.21981


9
Properties=species:S:1:pos:R:3 method="wB97M-V/def2-TZVPD" total_charge=+1 e_homo_ev=-18.15 multiplicity=1 lumo_energy_ev=-5.79 smiles="C=[NH+]C" relative_energy_kcal_mol=5.51
C 0.02437 0.95999 -0.89188
N -0.49968 0.26644 0.03418
C 0.23910 -0.83638 0.67743
H 1.08958 1.13154 -1.01559
H -0.58703 1.59348 -1.52955
H -1.49662 0.28392 0.21142
H 1.27905 -0.59126 0.87620
H 0.25391 -1.72392 0.04972
H -0.30267 -1.08379 1.58808


Calculated E, -561.8177; -980.8057; -134.2628 hartree (same order as the records).